1.
DFT (ωB97M-V with the def2-TZVPD basis set) results for a structure of composition C50H60CaGe2N3O4S5 at a distorted geometry.

## Properties
- max |F| (eV/Å) = 1.7
- HOMO-LUMO gap (eV) = 6.256
- calculated total energy (a.u.) = -9229.00623
- charge = -1

Structure (XYZ):
```
125
C50H60CaGe2N3O4S5 | the OMol25 dataset | ωB97M-V with the def2-TZVPD basis set
H -1.059 4.124 4.164
H -3.895 5.538 -2.352
H 6.324 -6.457 -0.022
C 3.164 -4.266 -2.657
H 3.308 2.540 1.465
C 2.472 0.672 2.170
H 3.054 7.354 2.830
H 2.450 -0.993 5.022
C 4.302 -5.228 -2.481
C 4.869 -5.927 -3.556
C 2.488 6.429 2.830
C -5.806 -1.969 4.146
H 4.159 -1.594 -1.354
N -3.297 -2.329 4.009
C -3.652 -1.189 3.472
C -3.316 0.882 -3.716
H 3.812 1.141 0.527
C 4.175 -2.085 0.778
H 0.860 4.319 0.712
Ca -0.466 0.232 0.776
H -2.363 5.480 2.184
C 6.478 -6.983 -2.099
C 2.277 -0.562 4.042
C -3.022 -0.122 -2.818
S -4.577 -3.138 4.644
C 2.584 -3.903 -3.818
H -2.331 6.952 -3.665
C 1.394 -0.536 -5.537
H 1.193 -5.237 1.914
H 7.320 -7.652 -1.955
C -7.182 -1.991 4.308
O -4.487 -3.154 6.076
C 1.059 4.065 2.825
H -4.532 4.199 1.274
C 1.171 -4.126 0.039
C 1.907 -4.759 1.234
C -1.152 1.768 -3.335
H 2.193 1.786 0.328
H -8.980 -0.898 3.900
H -7.827 0.964 2.769
H 4.770 -3.001 0.730
H -3.784 5.426 0.235
H 1.830 -1.245 -6.249
C -2.355 1.855 -4.000
C -2.414 4.507 1.688
H 0.688 -2.922 3.664
H -7.674 -2.816 4.813
H -0.629 3.113 -1.036
C -3.616 4.476 0.742
Ge 2.249 -3.162 -1.271
C 3.448 -1.795 -0.547
H 2.826 -0.906 -0.429
O -4.783 -4.384 3.966
H 2.894 -4.315 -4.789
S -3.440 3.256 -0.622
H -1.054 -3.542 -3.398
H 3.470 -2.168 1.611
N -0.850 0.816 -2.435
C -0.102 4.765 -2.339
C -5.149 -0.936 3.511
H 1.678 0.472 -5.864
H 4.458 -5.790 -4.552
H 1.507 -0.030 -3.424
H 0.256 -3.189 -6.191
H 1.443 3.980 4.945
H -1.047 -2.033 -4.282
H -1.321 -3.936 -5.914
Ge 1.234 -2.514 -3.364
C 4.849 -5.446 -1.214
H -1.497 4.393 1.108
H 2.615 -5.527 0.911
H -4.281 0.906 -4.210
H 0.095 6.454 -3.654
C -0.974 3.970 -1.601
H 0.146 -4.706 -5.299
O -0.240 2.330 1.347
C -2.525 3.380 2.706
C 0.217 -1.987 3.348
C 1.585 4.542 4.021
H -2.661 2.461 2.162
C 3.045 0.458 3.408
H -0.533 -1.729 4.090
C -1.761 -0.150 -2.183
C -2.826 5.332 -2.346
C -0.494 -2.968 -4.139
O -2.647 2.075 -0.150
C 5.941 -6.790 -3.370
H -0.370 2.498 -3.530
H -3.423 3.516 3.312
C -0.345 -3.741 -5.459
H 0.619 -4.883 -0.524
H -0.329 -2.202 2.426
C 1.864 -0.812 -4.098
H -1.602 2.440 4.402
C -2.324 4.271 -1.602
H 3.933 0.946 3.797
C 2.297 5.732 4.020
H 0.959 4.533 -2.351
H 4.857 -1.266 1.033
H 4.417 -4.924 -0.366
C 1.971 5.928 1.640
H -5.336 0.933 2.495
S -1.349 -1.443 -1.075
H 2.455 -4.014 1.816
H 0.302 -0.606 -5.623
S 0.157 2.522 2.827
H 6.363 -7.318 -4.221
C -7.901 -0.916 3.800
C 5.923 -6.310 -1.019
N 1.367 -0.149 2.009
C 1.259 4.734 1.633
H 2.707 6.114 4.947
C -1.350 3.201 3.661
C -5.863 0.132 3.003
H 2.958 -0.829 -4.035
C -0.587 5.839 -3.074
S -2.598 -0.015 2.818
C -7.247 0.134 3.155
C -1.951 6.121 -3.080
H -2.542 2.660 -4.703
C 2.970 1.581 1.069
H -3.740 -0.895 -2.574
C 1.260 -0.909 3.163
H 2.125 6.465 0.712
H 0.438 -3.396 0.387
```

Results of the Löwdin charge analysis, in e, for atoms 1 through 8: atom 1 (H): 0.087, atom 2 (H): 0.112, atom 3 (H): 0.099, atom 4 (C): -0.351, atom 5 (H): 0.065, atom 6 (C): -0.466, atom 7 (H): 0.100, atom 8 (H): 0.085

***

2.
DFT (ωB97M-V with the def2-TZVPD basis set) results for the ion C4H9NO2 with charge +1 at a distorted geometry.

## Properties
- 2S+1 = 2
- max |F| (eV/Å) = 2.8
- HOMO-LUMO gap (alpha / beta) (eV) = 9.798 / 4.763
- calculated total energy (a.u.) = -362.68205
- charge = +1

Structure (XYZ):
```
16
C4H9NO2 | the OMol25 dataset | ωB97M-V with the def2-TZVPD basis set
H 0.880 1.906 1.630
C 0.688 0.861 1.410
N -0.874 -1.167 -2.057
H -1.116 -2.159 -2.038
H 1.383 1.856 -0.336
H 1.666 0.154 -0.366
C -0.961 -0.565 -0.861
H -1.200 1.308 -0.052
H -0.043 -0.993 -2.602
C 0.896 0.896 -0.150
O 1.796 0.210 2.046
C -0.503 0.912 -0.800
O -1.382 -1.127 0.146
H 1.474 -0.624 2.358
H -0.680 1.380 -1.766
H -0.242 0.514 1.837
```

Results of the Löwdin charge analysis, in e, for atoms 1 through 8: atom 1 (H): 0.127, atom 2 (C): -0.223, atom 3 (N): 0.254, atom 4 (H): 0.155, atom 5 (H): 0.134, atom 6 (H): 0.131, atom 7 (C): -0.378, atom 8 (H): 0.137

***

3.
DFT (ωB97M-V with the def2-TZVPD basis set) results for a cluster of 11 separate species, C9H36F4N20O17S4 in total at a distorted geometry.

## Properties
- max |F| (eV/Å) = 11.1
- HOMO-LUMO gap (eV) = 7.803
- calculated total energy (a.u.) = -4731.10265
- charge = -2

Structure (XYZ):
```
90
C9H36F4N20O17S4 | the OMol25 dataset | ωB97M-V with the def2-TZVPD basis set
N -14.779 14.521 13.883
N -11.496 21.388 15.103
O -5.403 21.445 12.315
H -0.184 11.142 12.905
N -2.509 18.970 16.926
H -3.733 17.338 19.212
H -6.542 18.591 12.863
H -9.207 23.233 14.721
H -6.055 19.089 11.283
C -11.830 19.671 20.852
H -15.024 13.543 13.830
O -8.198 16.066 17.380
S -2.809 17.294 23.165
H -10.130 17.709 12.589
N -10.527 19.488 20.739
H -4.477 18.525 18.062
F -5.515 15.611 14.121
C -5.927 20.459 12.783
H -10.013 8.877 17.199
C -2.657 17.879 17.726
O -6.230 14.417 16.109
O -12.528 19.064 21.589
H -0.663 10.136 14.143
H -6.583 19.451 14.323
H -8.248 10.799 12.776
F -9.557 17.092 15.807
O -7.336 10.206 18.179
H -16.901 13.959 14.291
H -1.620 18.886 16.454
O -5.515 18.448 23.373
S -6.776 14.911 14.816
O -2.451 16.933 24.567
H -11.584 11.137 12.190
N -6.147 20.322 14.056
H -17.367 15.558 14.863
H -10.336 22.569 13.469
N -0.633 11.088 13.808
S -8.545 15.840 15.989
N -10.592 11.310 12.257
C -10.432 22.027 15.372
O -15.095 16.540 14.814
N -8.839 10.064 12.415
H -10.155 15.421 10.179
H -13.288 20.496 19.680
H -5.729 20.913 14.761
F -6.337 16.457 22.434
O -10.809 9.274 11.489
O -1.798 16.962 17.759
H -11.849 21.151 14.187
N -9.119 9.344 17.249
O -9.424 14.731 15.641
S -5.170 17.026 23.379
H -8.482 9.103 16.503
N -16.664 14.909 14.537
H -0.939 14.148 14.329
N -7.689 16.283 14.884
C -10.140 10.131 11.983
O -10.117 22.082 16.591
N -3.715 17.970 18.425
H -13.836 14.686 13.562
O -5.244 16.284 24.679
H -8.402 9.171 12.236
H -10.135 20.014 19.971
O -7.208 13.981 13.758
N -10.674 17.951 11.773
N -0.799 13.263 13.862
C -0.772 12.133 14.574
F -1.640 16.470 22.483
H -8.888 9.920 20.245
C -10.744 17.129 10.748
O -2.490 18.646 22.687
H -10.925 18.856 11.402
C -15.479 15.404 14.494
N -6.296 19.340 12.231
N -10.072 16.086 10.936
H -10.005 18.737 21.168
H -9.991 12.077 12.526
H -0.944 13.254 12.863
O -1.008 12.102 15.782
N -12.304 20.421 19.896
H -3.069 19.777 16.691
C -8.464 9.902 18.226
H -11.837 20.905 15.922
O -11.370 17.446 9.710
N -3.892 16.539 22.356
H -9.524 15.952 11.774
H -10.196 9.972 19.137
N -9.208 9.832 19.291
N -9.931 22.608 14.393
H -11.539 20.847 19.392
```

Results of the Löwdin charge analysis, in e, for atoms 1 through 8: atom 1 (N): 0.148, atom 2 (N): 0.164, atom 3 (O): 0.026, atom 4 (H): 0.100, atom 5 (N): 0.122, atom 6 (H): 0.132, atom 7 (H): 0.098, atom 8 (H): 0.136

***

4.
DFT (ωB97M-V with the def2-TZVPD basis set) results for an isolated molecule of CH3NO4 at a distorted geometry.

## Properties
- SMILES = NOC(=O)OO
- max |F| (eV/Å) = 4.0
- HOMO-LUMO gap (eV) = 10.298
- calculated total energy (a.u.) = -395.45101
- charge = 0

Structure (XYZ):
```
9
CH3NO4 | the OMol25 dataset | ωB97M-V with the def2-TZVPD basis set
O -0.018 -1.135 0.623
O 2.515 -0.278 -0.126
H -2.282 -0.422 -0.720
H 3.328 0.430 -0.150
H -2.130 -0.035 0.915
C 0.233 -0.110 0.064
O 1.343 0.424 -0.356
O -0.873 0.819 -0.245
N -2.117 0.308 -0.005
```

Results of the Löwdin charge analysis, in e, for atoms 1 through 8: atom 1 (O): 0.143, atom 2 (O): 0.012, atom 3 (H): 0.112, atom 4 (H): 0.210, atom 5 (H): 0.066, atom 6 (C): -0.505, atom 7 (O): 0.023, atom 8 (O): -0.090